Computed, not measured: a 3-piece molecular cluster, C15H33BO5 overall at a distorted geometry, with ωB97M-V/def2-TZVPD.

Its max |F| is 8.3 eV Å⁻¹. As for the HOMO energy: -8.56 eV. The gap between HOMO and LUMO is 6.97 eV. For the total energy, the calculation gives -26992.55472 eV. Its LUMO energy is -1.589 eV. Its structure (SMILES) is C=CC(=O)OCCCCCCBCOC.CCO.CCO.

Geometry as ORCA input:
```
! wB97M-V def2-TZVPD RIJCOSX def2/J DEFGRID3
* xyz 0 1
C 0.01 -1.94 2.70
C 1.12 -0.93 2.76
C 0.92 0.49 1.95
O 0.37 1.53 2.60
O 1.26 0.69 0.52
C 0.37 -0.07 -0.37
C 1.23 -1.36 -0.94
C 0.30 -2.69 -1.16
C -0.99 -2.48 -2.16
C -1.80 -3.90 -2.23
C -3.13 -4.01 -1.27
B -3.03 -3.20 0.16
C -3.79 -1.71 0.26
O -4.20 -1.27 -1.09
C -4.11 0.19 -1.26
H 0.10 -2.90 2.02
H -0.97 -1.83 3.36
H 2.07 -1.21 3.41
H 0.02 0.66 -1.22
H -0.55 -0.52 0.22
H 2.14 -1.57 -0.22
H 1.70 -1.00 -1.97
H 1.00 -3.50 -1.69
H -0.03 -3.22 -0.14
H -0.53 -2.31 -3.24
H -1.64 -1.54 -1.93
H -1.08 -4.79 -1.91
H -2.12 -4.04 -3.37
H -3.24 -5.16 -1.00
H -4.11 -3.75 -1.90
H -2.49 -3.64 1.12
H -4.77 -1.92 0.90
H -3.17 -0.92 0.86
H -3.03 0.58 -1.51
H -4.77 0.44 -2.22
H -4.60 0.70 -0.33
C 4.20 1.31 -2.58
C 3.14 2.39 -2.60
O 1.85 1.80 -2.52
H 4.07 0.62 -3.42
H 5.20 1.75 -2.64
H 4.14 0.72 -1.66
H 3.20 2.97 -3.53
H 3.26 3.08 -1.76
H 1.81 1.30 -1.69
C 1.14 5.26 4.38
C 1.83 5.44 3.04
O 2.90 4.51 2.92
H 1.85 5.41 5.20
H 0.31 5.97 4.49
H 0.74 4.24 4.48
H 2.24 6.45 2.96
H 1.13 5.28 2.21
H 2.52 3.62 2.99
*
```

The net atomic charges from natural (NBO), expressed in e, are:
1. C -0.396
2. C -0.291
3. C 0.752
4. O -0.551
5. O -0.558
6. C -0.115
7. C -0.453
8. C -0.417
9. C -0.440
10. C -0.389
11. C -0.798
12. B 0.700
13. C -0.441
14. O -0.579
15. C -0.275
16. H 0.221
17. H 0.232
18. H 0.254
19. H 0.230
20. H 0.202
21. H 0.231
22. H 0.223
23. H 0.220
24. H 0.197
25. H 0.216
26. H 0.222
27. H 0.209
28. H 0.223
29. H 0.227
30. H 0.248
31. H -0.103
32. H 0.216
33. H 0.211
34. H 0.179
35. H 0.202
36. H 0.187
37. C -0.634
38. C -0.061
39. O -0.727
40. H 0.209
41. H 0.213
42. H 0.200
43. H 0.177
44. H 0.164
45. H 0.464
46. C -0.634
47. C -0.059
48. O -0.726
49. H 0.208
50. H 0.208
51. H 0.207
52. H 0.172
53. H 0.159
54. H 0.467

***

Computed, not measured: C15H33BeBr2ClCsF3O12PS as an isolated structure at a distorted geometry, with ωB97M-V/def2-TZVPD.

Its max |F| is 5.0 eV Å⁻¹. As for the HOMO energy: -10.02 eV. The gap between HOMO and LUMO is 0.83 eV. For the total energy, the calculation gives -222467.10263 eV. Its LUMO energy is -9.187 eV.

Geometry as ORCA input:
```
! wB97M-V def2-TZVPD RIJCOSX def2/J DEFGRID3
* xyz 1 1
C -2.01 1.54 -2.43
O -2.40 2.17 -1.20
C -1.27 2.44 -0.35
C -0.97 1.13 0.55
C 0.56 0.68 0.51
C 1.48 1.33 1.64
C 1.94 0.33 2.79
C 3.02 -0.76 2.32
C 4.54 -0.31 2.49
C 5.15 0.54 1.29
O 5.73 -0.26 0.21
P 4.58 -0.81 -0.88
O 3.30 0.00 -0.94
O 4.21 -2.41 -0.39
S 5.69 -3.21 -0.05
O 5.33 -0.82 -2.40
C 4.38 -1.00 -3.45
C 3.84 -2.48 -3.64
O 2.45 -2.54 -4.05
C 1.57 -2.39 -2.92
C 1.36 -3.73 -2.08
F 0.04 -4.20 -2.19
F 1.51 -3.41 -0.71
F 2.17 -4.79 -2.47
H -2.41 0.46 -2.40
H -2.49 2.03 -3.34
H -0.89 1.53 -2.62
H -0.35 2.79 -0.93
H -1.56 3.27 0.38
H -1.58 0.29 0.06
H -1.28 1.34 1.62
H 0.71 -0.45 0.53
H 0.97 1.03 -0.50
H 2.37 1.90 1.21
H 0.84 2.14 2.16
H 1.01 -0.27 3.08
H 2.26 0.86 3.75
H 2.74 -1.13 1.29
H 2.88 -1.66 3.02
H 4.63 0.26 3.48
H 5.18 -1.24 2.62
H 4.41 1.34 0.92
H 6.02 1.14 1.73
H 6.20 -2.70 1.15
H 3.49 -0.30 -3.42
H 4.96 -0.72 -4.44
H 4.42 -2.94 -4.53
H 4.03 -3.17 -2.76
H 0.55 -2.14 -3.35
H 1.84 -1.53 -2.23
O 4.18 1.97 -4.10
H 4.29 1.58 -3.23
Br -4.21 -1.90 0.99
C -5.38 -0.34 0.86
C -4.69 0.90 1.38
Br -4.65 0.93 3.33
H -6.29 -0.58 1.40
H -5.60 -0.24 -0.20
H -5.25 1.80 1.10
H -3.66 1.00 1.04
Be 6.27 -1.48 -4.90
O -8.51 0.25 1.00
H -8.79 0.88 1.69
H -9.05 0.49 0.24
O -10.66 3.15 4.23
Cl -9.35 3.42 3.69
O -9.32 4.76 3.14
O -9.05 2.47 2.64
O -8.36 3.30 4.74
Cs -7.08 -1.55 2.80
*
```

The net atomic charges from Mulliken, expressed in e, are:
1. C -0.581
2. O -0.387
3. C -0.636
4. C -0.348
5. C 0.080
6. C -0.644
7. C -0.896
8. C 0.367
9. C -0.606
10. C -0.322
11. O -0.504
12. P 1.180
13. O -0.392
14. O -0.214
15. S -0.164
16. O -0.445
17. C -0.163
18. C -0.254
19. O -0.422
20. C -0.056
21. C 0.844
22. F -0.279
23. F -0.205
24. F -0.260
25. H 0.196
26. H 0.274
27. H 0.234
28. H 0.472
29. H 0.281
30. H 0.141
31. H 0.368
32. H 0.173
33. H -0.160
34. H 0.163
35. H 0.439
36. H 0.289
37. H 0.398
38. H -0.526
39. H 0.377
40. H 0.453
41. H 0.149
42. H 0.195
43. H 0.348
44. H 0.156
45. H 0.474
46. H 0.335
47. H -0.017
48. H 0.297
49. H 0.325
50. H -0.137
51. O -0.485
52. H 0.371
53. Br -0.073
54. C -1.291
55. C 0.394
56. Br -0.188
57. H 0.641
58. H 0.353
59. H 0.405
60. H -0.332
61. Be 0.526
62. O -0.619
63. H 0.506
64. H 0.236
65. O -0.595
66. Cl 1.664
67. O -0.588
68. O -0.782
69. O -0.611
70. Cs 1.079

***

Computed, not measured: a 2-piece molecular cluster, C15H33ClN5O2PSi2 overall at a distorted geometry, with ωB97M-V/def2-TZVPD.

Its max |F| is 6.7 eV Å⁻¹. As for the HOMO energy: -4.89 eV. The gap between HOMO and LUMO is 1.48 eV. For the total energy, the calculation gives -65185.65508 eV. Its LUMO energy is -3.407 eV.

Geometry as ORCA input:
```
! wB97M-V def2-TZVPD RIJCOSX def2/J DEFGRID3
* xyz 0 1
C -2.34 1.55 -1.27
C -1.60 0.51 -2.33
C -1.20 -0.87 -1.48
Cl -2.57 -1.36 -0.33
C -0.70 -2.07 -2.48
C -1.30 -3.62 -2.47
C -0.66 -4.75 -3.52
C -1.35 -6.26 -3.41
O -2.48 -6.32 -2.44
N -3.55 -5.88 -3.15
O -4.21 -6.86 -3.55
N 0.44 -4.43 -4.53
N 0.99 -5.35 -5.41
C 0.99 -2.99 -4.60
P 2.34 -2.44 -5.89
N 1.57 -1.34 -6.85
C 0.48 -1.77 -3.59
H -2.38 2.62 -1.78
H -3.46 1.25 -1.04
H -1.73 1.66 -0.25
H -2.27 0.28 -3.27
H -0.60 1.04 -2.70
H -0.28 -0.55 -0.80
H -2.16 -3.84 -1.70
H -1.79 -6.49 -4.49
H -0.52 -7.07 -3.21
H 2.05 -5.26 -5.37
H 0.82 -6.34 -5.13
H 2.71 -3.57 -6.74
H 3.52 -1.89 -5.25
H 1.55 -1.71 -7.84
H 0.95 -0.70 -3.68
C 1.37 6.19 3.04
Si 1.28 4.56 4.00
C 0.67 4.97 5.73
C 3.03 3.90 4.13
N 0.21 3.49 3.15
Si -0.12 1.88 3.74
C -0.94 1.88 5.42
C 1.42 0.81 3.82
C -1.31 1.05 2.53
H 2.04 6.89 3.55
H 1.75 6.02 2.03
H 0.38 6.65 2.97
H 1.23 5.82 6.14
H 0.80 4.13 6.41
H -0.39 5.25 5.71
H 3.38 3.53 3.16
H 3.10 3.09 4.86
H 3.71 4.69 4.46
H -0.24 2.15 6.21
H -1.33 0.88 5.65
H -1.78 2.58 5.45
H 1.99 0.87 2.89
H 1.14 -0.23 3.98
H 2.06 1.10 4.65
H -0.87 0.99 1.53
H -2.25 1.61 2.47
H -1.54 0.03 2.87
*
```

The net atomic charges from natural (NBO), expressed in e, are:
1. C -0.652
2. C -0.417
3. C -0.258
4. Cl -0.017
5. C 0.091
6. C -0.217
7. C 0.207
8. C -0.163
9. O -0.384
10. N 0.372
11. O -0.224
12. N -0.192
13. N -0.606
14. C -0.103
15. P 1.161
16. N -1.232
17. C -0.195
18. H 0.233
19. H 0.231
20. H 0.261
21. H 0.227
22. H 0.223
23. H 0.278
24. H 0.305
25. H 0.232
26. H 0.249
27. H 0.378
28. H 0.389
29. H 0.004
30. H 0.021
31. H 0.384
32. H 0.286
33. C -1.114
34. Si 1.805
35. C -1.136
36. C -1.135
37. N -1.644
38. Si 1.806
39. C -1.137
40. C -1.136
41. C -1.110
42. H 0.206
43. H 0.222
44. H 0.226
45. H 0.213
46. H 0.219
47. H 0.231
48. H 0.226
49. H 0.219
50. H 0.214
51. H 0.225
52. H 0.209
53. H 0.233
54. H 0.224
55. H 0.206
56. H 0.227
57. H 0.195
58. H 0.229
59. H 0.205

***

Computed, not measured: C15H33MgN3O7S4 as an isolated structure at a distorted geometry, with ωB97M-V/def2-TZVPD.

Its max |F| is 12.2 eV Å⁻¹. As for the HOMO energy: -5.95 eV. The gap between HOMO and LUMO is 5.71 eV. For the total energy, the calculation gives -83671.95919 eV. Its LUMO energy is -0.245 eV.

Geometry as ORCA input:
```
! wB97M-V def2-TZVPD RIJCOSX def2/J DEFGRID3
* xyz 0 1
Mg 0.27 0.88 -0.86
C -0.75 2.02 0.77
O 0.46 2.45 0.50
O -0.66 0.78 0.91
O -1.26 2.00 -0.43
C -4.00 3.72 -0.51
C -3.61 4.46 -1.70
N -3.26 5.10 -2.59
H -3.23 3.94 0.24
H -4.10 2.64 -0.56
H -4.94 4.10 -0.11
C 3.96 1.63 1.52
C 4.39 0.47 2.33
N 4.78 -0.44 2.90
H 4.76 1.81 0.81
H 3.71 2.48 2.15
H 3.10 1.32 0.92
C -3.28 1.40 3.00
C -3.70 0.01 2.73
N -3.98 -1.07 2.46
H -3.98 1.62 3.81
H -3.39 2.02 2.12
H -2.33 1.51 3.53
C 3.28 -2.45 -0.81
S 2.01 -1.67 0.20
O 1.64 -0.35 -0.47
C 0.63 -2.93 -0.04
H 4.11 -1.74 -0.87
H 2.99 -2.71 -1.83
H 3.67 -3.37 -0.36
H -0.15 -2.76 0.70
H 0.97 -3.95 0.14
H 0.11 -2.77 -0.98
C -1.14 -1.51 4.69
S 0.62 -1.88 4.58
O 0.67 -3.22 3.88
C 1.09 -0.70 3.28
H -1.63 -1.91 3.80
H -1.16 -0.42 4.65
H -1.69 -1.82 5.57
H 1.17 0.27 3.78
H 0.34 -0.72 2.49
H 2.10 -0.84 2.91
C 1.38 0.16 -4.53
S 2.04 1.51 -3.52
O 1.26 1.69 -2.25
C 3.70 0.89 -3.11
H 1.98 0.13 -5.43
H 0.32 0.35 -4.68
H 1.48 -0.72 -3.88
H 4.27 0.58 -3.99
H 3.64 0.07 -2.40
H 4.24 1.64 -2.54
C -3.10 -0.64 -1.33
S -1.85 -0.60 -2.72
O -0.54 -0.40 -1.98
C -1.80 -2.31 -3.34
H -2.68 -1.20 -0.50
H -4.06 -1.03 -1.66
H -3.30 0.37 -0.96
H -1.24 -2.91 -2.63
H -1.51 -2.33 -4.39
H -2.83 -2.66 -3.41
*
```

The net atomic charges from natural (NBO), expressed in e, are:
1. Mg 1.816
2. C 0.892
3. O -0.893
4. O -0.908
5. O -0.996
6. C -0.721
7. C 0.307
8. N -0.347
9. H 0.268
10. H 0.254
11. H 0.235
12. C -0.728
13. C 0.296
14. N -0.362
15. H 0.240
16. H 0.268
17. H 0.285
18. C -0.716
19. C 0.317
20. N -0.374
21. H 0.245
22. H 0.262
23. H 0.264
24. C -0.830
25. S 1.276
26. O -1.069
27. C -0.801
28. H 0.242
29. H 0.226
30. H 0.258
31. H 0.266
32. H 0.247
33. H 0.225
34. C -0.831
35. S 1.224
36. O -1.015
37. C -0.837
38. H 0.252
39. H 0.215
40. H 0.241
41. H 0.224
42. H 0.261
43. H 0.249
44. C -0.816
45. S 1.264
46. O -1.033
47. C -0.830
48. H 0.242
49. H 0.251
50. H 0.232
51. H 0.240
52. H 0.233
53. H 0.254
54. C -0.786
55. S 1.238
56. O -1.092
57. C -0.820
58. H 0.257
59. H 0.224
60. H 0.282
61. H 0.239
62. H 0.247
63. H 0.247